Entry 1:
The following is a DFT calculation (the ωB97M-V functional and the def2-TZVPD basis) of the molecule C5H7NO in a non-equilibrium geometry.

Output
Frontier orbital gap (spin up / spin down) in eV: 8.52 / 8.52
Total charge: 0
Energy relative to the best compared isomer or geometry (same formula, charge and spin) in kJ/mol: 659.9
Lowest unoccupied orbital energy (spin up / spin down) in eV: -0.6 / -0.6
F_max in hartree/bohr: 0.0196
HOMO level (spin up / spin down) in eV: -9.12 / -9.12
E_tot in a.u.: -324.4731
2S+1: 1

Each line ends with the Mulliken charge.
Cartesian coordinates (Å):
C  -1.3152  -1.1061  0.1473  -1.439
C  -0.1516  -0.1434  0.4054  0.535
C  1.0641  -0.4371  -0.4982  -0.672
C  2.3746  0.1820  -0.2736  -0.465
O  -0.7434  3.5376  -0.4473  -0.667
C  -0.5372  1.2641  0.1933  -0.015
N  -0.6254  2.3763  -0.1307  0.516
H  -2.1541  -0.9068  0.8195  0.377
H  -0.9834  -2.1367  0.3121  0.365
H  -1.6701  -1.0226  -0.8846  0.342
H  0.1691  -0.2440  1.4505  0.237
H  1.4249  -1.4768  -0.3098  0.368
H  0.7775  -0.4493  -1.5584  0.316
H  2.3703  0.5628  0.7744  0.202

---

Entry 2:
The following is a DFT calculation (the ωB97M-V functional and the def2-TZVPD basis) of a cluster of 2 separate species, C5H12BrClOSi in total in a non-equilibrium geometry.

Output
Frontier orbital gap (spin up / spin down) in eV: 7.72 / 7.72
Total charge: 0
Energy relative to the best compared isomer or geometry (same formula, charge and spin) in kJ/mol: 277.9
Lowest unoccupied orbital energy (spin up / spin down) in eV: -0.6 / -0.6
F_max in hartree/bohr: 0.0735
HOMO level (spin up / spin down) in eV: -8.29 / -8.29
E_tot in a.u.: -3596.6452
2S+1: 1

Each line ends with the Mulliken charge.
Cartesian coordinates (Å):
C  -1.4693  0.6433  0.6863  -0.487
C  1.4615  -0.8475  2.5862  -0.572
C  -2.0070  0.6724  -0.8086  -0.932
C  -0.9051  0.4948  -1.8644  -0.071
C  -0.2048  -0.8263  -1.8883  -0.942
O  2.2400  -0.9221  1.3662  -0.168
Si  2.0910  -0.3740  -0.1171  0.472
Cl  3.8243  -0.9849  -0.9613  -0.242
Br  2.1627  1.8109  0.2264  -0.279
H  -1.0431  -0.3302  0.8711  0.040
H  -0.5113  1.2623  0.6858  0.034
H  -2.2886  1.1894  1.1550  0.379
H  0.4055  -1.0987  2.4332  0.274
H  1.6195  0.1659  3.0908  0.245
H  2.0031  -1.5929  3.1471  0.260
H  -2.5657  1.6034  -0.8995  0.396
H  -2.6264  -0.1379  -0.9176  0.437
H  -1.5673  0.6141  -2.7689  0.275
H  -0.2816  1.4153  -1.7286  0.197
H  0.4647  -0.9688  -2.6997  0.422
H  -0.8021  -1.7884  -1.5941  0.262

---

Entry 3:
The following is a DFT calculation (the ωB97M-V functional and the def2-TZVPD basis) of a structure of composition C10H20N2P in a non-equilibrium geometry.

Output
Frontier orbital gap (spin up / spin down) in eV: 6.21 / 5.02
Total charge: +1
⟨S²⟩: 2.012
Energy relative to the best compared isomer or geometry (same formula, charge and spin) in kJ/mol: 158.3
Lowest unoccupied orbital energy (spin up / spin down) in eV: -3.1 / -6.7
F_max in hartree/bohr: 0.1316
HOMO level (spin up / spin down) in eV: -9.29 / -11.75
E_tot in a.u.: -843.3564
2S+1: 3

Each line ends with the Mulliken spin population.
Cartesian coordinates (Å):
C  0.3799  -3.1127  0.2907  0.208
C  0.6754  -2.0928  -0.5741  0.372
C  -0.5634  -3.1522  1.3559  0.278
C  0.3488  -0.6562  -0.5564  0.021
C  -1.8463  -1.2884  2.4300  -0.046
C  -1.3238  0.9007  3.5543  0.001
C  -0.1225  2.3189  -2.0111  0.021
C  1.6981  1.3091  -3.1872  0.002
C  1.3255  0.5974  -0.8458  0.035
C  -1.1991  -0.6581  3.6076  0.034
N  -1.2318  -2.1623  1.7107  0.329
N  0.7964  1.1602  -2.0989  0.143
P  -0.8309  -0.5437  -2.1794  0.467
H  0.8327  -3.9729  0.0101  0.022
H  1.3570  -2.2095  -1.4600  0.009
H  -0.6226  -4.1820  1.6906  0.034
H  -0.3319  -0.2273  0.2076  0.020
H  -2.7546  -0.9797  2.0801  0.005
H  -1.1468  1.3876  4.6007  0.001
H  -2.3583  1.1101  3.1580  0.000
H  -0.6641  1.4161  2.9853  -0.001
H  0.2024  3.3354  -2.0066  0.001
H  -0.8304  2.2619  -2.8658  -0.013
H  -0.5536  2.0787  -1.0316  -0.007
H  2.4109  0.5798  -3.3519  0.001
H  1.2826  1.6081  -4.1222  0.004
H  2.3160  2.1145  -2.9495  0.007
H  2.2243  0.0785  -0.9714  -0.013
H  1.2554  1.1679  0.0235  -0.005
H  -1.8141  -0.9095  4.5512  -0.006
H  -0.1950  -0.7611  3.5842  0.005
H  -1.4726  -1.8878  -1.9935  0.067
H  -0.0729  -1.3752  -3.0158  0.005